Entry from the Open Molecules 2025 dataset: a molecular structure, C29H29CsN10O6SSe3Te at a distorted geometry (ωB97M-V with the def2-TZVPD basis set).

The geometry in XYZ format:
```
80
Properties=species:S:1:pos:R:3:mulliken_charge:R:1
Cs 1.092 0.552 1.764 1.0814
N 3.652 -2.679 5.226 0.1741
C 3.593 -1.772 4.241 0.2589
N 2.342 -1.650 3.848 0.1553
C 1.675 -2.513 4.652 0.2233
N 2.428 -3.172 5.512 -0.7892
C 0.210 -2.656 4.583 0.3098
C -0.501 -3.407 5.518 -0.2437
N -1.825 -3.501 5.486 -0.6876
C -2.440 -2.821 4.519 -0.3086
C -1.739 -2.076 3.582 -0.1563
N -0.412 -2.006 3.602 -0.0630
H 4.469 -2.990 5.720 0.1936
H 4.454 -1.231 3.874 -0.2713
H 0.030 -3.929 6.304 0.4678
H -3.522 -2.862 4.487 0.3946
H -2.260 -1.499 2.826 0.2681
Se 6.027 0.941 3.749 -0.6882
Se 6.505 -0.897 2.347 -0.3794
Te 4.639 -0.598 0.591 0.1674
Se 5.079 -2.628 -0.831 -0.7799
C 3.082 -0.946 -5.140 -1.5012
C 2.780 -1.825 -3.936 0.4980
S 2.337 -3.452 -4.451 1.3267
O 3.456 -4.045 -5.143 -0.7433
O 1.055 -3.391 -5.129 -0.6598
C 2.092 -4.377 -2.939 -0.3696
C 0.642 -4.387 -2.467 -1.2139
N 0.203 -3.083 -1.968 0.3068
C 0.715 -2.481 -0.857 0.3492
N 0.412 -1.194 -0.821 0.0307
C -0.319 -0.934 -1.937 -0.4698
C -0.455 -2.083 -2.659 -0.4283
N -1.310 -2.305 -3.780 1.2860
O -1.760 -3.427 -3.946 -0.6618
O -1.694 -1.313 -4.376 -0.6735
C 1.450 -3.186 0.220 -0.6305
H 3.390 0.037 -4.786 0.4179
H 2.208 -0.826 -5.781 0.3687
H 3.900 -1.365 -5.725 0.3527
H 1.930 -1.445 -3.364 -0.1509
H 3.632 -1.920 -3.249 0.1340
H 2.804 -3.995 -2.194 -0.0174
H 2.405 -5.389 -3.206 0.4739
H 0.523 -5.115 -1.665 0.4932
H -0.020 -4.659 -3.281 0.4775
H -0.747 0.032 -2.151 0.6129
H 1.210 -4.248 0.253 0.3579
H 1.179 -2.733 1.175 -0.1255
H 2.535 -3.080 0.091 -0.0347
O -3.587 0.832 2.720 -0.7433
C -2.902 1.533 1.994 -0.1116
N -3.440 2.555 1.208 -0.1795
C -2.382 3.320 0.587 3.2849
C -1.154 2.473 1.047 0.1418
O -0.006 2.767 0.693 -0.8709
N -1.544 1.425 1.781 -0.8776
C -2.365 4.752 1.093 -0.4855
C -3.446 5.573 0.769 -0.1208
C -3.522 6.872 1.243 -0.8556
C -2.505 7.376 2.045 -0.3426
C -1.422 6.572 2.359 -0.9562
C -1.348 5.266 1.886 0.0428
C -2.396 3.240 -0.936 -0.7073
C -1.605 4.103 -1.688 -0.2001
C -1.505 3.946 -3.062 -0.8827
C -2.189 2.920 -3.701 -0.4039
C -2.980 2.057 -2.956 -0.7311
C -3.084 2.218 -1.580 -0.4547
H -4.293 2.986 1.521 0.2849
H -4.228 5.188 0.123 0.3914
H -4.370 7.494 0.983 0.3681
H -2.556 8.392 2.417 0.3710
H -0.620 6.958 2.976 0.4063
H -0.489 4.652 2.120 0.4806
H -1.044 4.883 -1.188 0.4793
H -0.874 4.615 -3.633 0.3776
H -2.094 2.783 -4.771 0.4126
H -3.500 1.241 -3.444 0.3821
H -3.684 1.536 -0.992 0.3671
```

Its charge is -2. For the HOMO energy, the calculation gives -1.02 eV. Its HOMO-LUMO gap is 4.476 eV. Its energy above the lowest of the compared OMol25 structures with the same formula, charge and spin is 92.0 kJ/mol. The lowest unoccupied orbital energy is 3.45 eV. As for the multiplicity: 1.

Entry from the Open Molecules 2025 dataset: a molecular structure, C29H29GaN3Si at a distorted geometry (ωB97M-V with the def2-TZVPD basis set).

The geometry in XYZ format:
```
63
Properties=species:S:1:pos:R:3:nbo_charge:R:1
C 0.338 2.109 3.455 -0.2733
C 0.756 2.334 2.147 -0.2851
C -0.443 2.376 1.284 -0.6457
H 1.764 2.513 1.782 0.2214
C -1.562 2.039 2.161 -0.2576
C -1.086 2.033 3.472 -0.2413
H -1.670 1.952 4.386 0.2290
H 0.972 2.150 4.336 0.2304
H -0.561 2.980 0.384 0.2752
H -2.596 1.921 1.847 0.2271
Ga 0.161 0.654 0.295 1.2994
C -3.007 -2.714 -0.051 -0.8427
H -2.846 -1.797 0.539 0.1909
H -3.698 -3.403 0.330 0.2265
H -3.487 -2.204 -0.895 0.2198
Si 0.000 1.106 -1.990 0.7357
C 1.180 -0.116 -2.926 -0.4627
C 2.197 0.675 -3.464 -0.2546
H 2.227 1.738 -3.190 0.2040
C 3.182 0.141 -4.302 -0.1922
H 3.929 0.825 -4.675 0.2186
C 3.198 -1.206 -4.630 -0.2035
H 3.943 -1.588 -5.317 0.2300
C 2.212 -2.022 -4.079 -0.2130
H 2.236 -3.082 -4.309 0.2246
C 1.202 -1.510 -3.235 -0.1489
H 0.462 -2.200 -2.805 0.2148
C -1.626 0.950 -2.987 -0.3702
C -1.434 0.990 -4.381 -0.2300
H -0.445 0.784 -4.803 0.2227
C -2.452 1.437 -5.235 -0.2009
H -2.227 1.597 -6.283 0.2246
C -3.711 1.749 -4.725 -0.1936
H -4.474 2.167 -5.385 0.2287
C -3.967 1.510 -3.369 -0.2075
H -4.951 1.777 -2.986 0.2245
C -2.967 0.995 -2.509 -0.2218
H -3.203 0.721 -1.468 0.2117
H 0.553 2.525 -1.726 -0.1128
H -2.077 -3.112 -0.286 0.2096
C -1.800 -1.392 5.923 -0.1330
C -2.558 -0.977 4.818 -0.2427
C -2.002 -0.957 3.546 -0.0828
C -0.635 -1.263 3.363 0.0396
C 0.100 -1.725 4.465 -0.1585
C -0.463 -1.745 5.736 -0.2144
N 0.033 -1.031 2.147 -0.1312
N 1.255 -1.539 2.197 -0.2003
C 2.288 -0.958 1.523 0.3328
C 3.646 -1.287 1.811 -0.1932
C 4.659 -0.631 1.115 -0.1278
C 4.315 0.332 0.157 -0.2156
C 2.984 0.638 -0.046 0.0827
N 1.995 -0.001 0.601 -0.6204
H -2.253 -1.430 6.913 0.2344
H -3.592 -0.669 4.969 0.2349
H -2.574 -0.656 2.677 0.2229
H 1.132 -2.015 4.310 0.2425
H 0.171 -2.039 6.573 0.2333
H 3.867 -1.950 2.657 0.2573
H 5.727 -0.794 1.301 0.2516
H 5.044 0.901 -0.422 0.2506
H 2.639 1.396 -0.743 0.2253
```

Its charge is +1. For the HOMO energy, the calculation gives -10.79 eV. Its HOMO-LUMO gap is 5.608 eV. Its energy above the lowest of the compared OMol25 structures with the same formula, charge and spin is 156.9 kJ/mol. The lowest unoccupied orbital energy is -5.18 eV. As for the multiplicity: 1.

no.,total energy (eV)
1,-272448.47222
2,-95258.15097